No. 1
DFT (wB97M-V/def2-TZVPD) results for a molecular structure, C48H45Cl2N2O7PtS3Si.

Element x y z (Å)
Pt 0.2056 -0.0122 -0.0482
C 0.1460 -2.4595 7.4437
C -0.0241 -1.5440 6.2630
C -1.1267 -0.6977 6.1579
C -1.2523 0.1654 5.0819
C -0.2653 0.1702 4.1063
C 0.8284 -0.6867 4.1661
C 0.9436 -1.5298 5.2550
S -0.5120 1.1544 2.6803
O 0.7437 1.4808 2.0462
O -1.4015 2.2311 2.9710
N -1.1583 0.0552 1.6250
C -2.3583 0.1491 0.9621
C -3.6114 0.2827 1.5486
C -4.7120 0.1974 0.7226
C -4.5355 0.0319 -0.6526
C -3.2535 -0.0365 -1.1478
N -2.1864 -0.0008 -0.3477
H -0.7556 -2.4989 8.0525
H 0.9676 -2.1062 8.0698
H 0.3971 -3.4687 7.1145
H -1.8941 -0.7197 6.9215
H -2.0909 0.8453 4.9965
H 1.5655 -0.6845 3.3720
H 1.7930 -2.1986 5.3317
H -3.6922 0.4338 2.6161
H -5.7083 0.2476 1.1416
H -5.3838 -0.0461 -1.3168
H -3.0553 -0.1213 -2.2098
O 0.7306 -1.3284 -1.8529
S 0.0101 -1.2071 -3.1913
C -1.1596 -2.6532 -3.2412
C -1.7497 -2.9854 -1.8643
C -1.1955 -4.2759 -1.2426
C 0.2980 -4.2570 -0.9355
S 0.7599 -3.2838 0.5493
O -0.2296 -2.1200 0.5634
C 0.0134 -4.3541 1.7908
C 0.4098 -5.6773 1.9322
C -0.2126 -6.4693 2.8840
C -1.2033 -5.9340 3.6980
C -1.5586 -4.5979 3.5792
C -0.9468 -3.7984 2.6227
C 1.1648 -1.9204 -4.3632
C 0.8054 -1.9344 -5.7036
C 1.6181 -2.5963 -6.6100
C 2.7776 -3.2258 -6.1731
C 3.1422 -3.1700 -4.8349
C 2.3367 -2.5050 -3.9200
H -0.6221 -3.5049 -3.6554
H -1.9307 -2.3526 -3.9521
H -2.8321 -3.0950 -1.9493
H -1.5629 -2.1669 -1.1808
H -1.3929 -5.1099 -1.9204
H -1.7448 -4.4728 -0.3181
H 0.8713 -3.8049 -1.7453
H 0.6769 -5.2652 -0.7649
H 1.1963 -6.0865 1.3083
H 0.0758 -7.5071 2.9859
H -1.6938 -6.5611 4.4311
H -2.3168 -4.1736 4.2246
H -1.2065 -2.7539 2.5088
H -0.1044 -1.4422 -6.0307
H 1.3389 -2.6279 -7.6548
H 3.4041 -3.7523 -6.8810
H 4.0494 -3.6531 -4.4970
H 2.6144 -2.4366 -2.8754
O 0.0449 1.4337 -1.4428
Si 0.3843 3.0243 -1.2656
C -0.7590 3.9106 -0.0221
C -0.3515 4.9803 0.7733
C -1.2512 5.5658 1.6600
C -2.5618 5.1140 1.7249
C -2.9709 4.0479 0.9371
C -2.0754 3.4465 0.0623
C 2.1205 3.6308 -0.8847
C 2.9374 4.1156 -1.9089
C 4.1939 4.6369 -1.6227
C 4.6449 4.6787 -0.3119
C 3.8587 4.1620 0.7100
C 2.6078 3.6328 0.4262
C -0.3015 3.8000 -2.8554
C -1.0935 3.0264 -3.7090
C -1.5796 3.5610 -4.8967
C -1.2909 4.8759 -5.2319
C -0.5171 5.6555 -4.3820
C -0.0323 5.1255 -3.1930
H 0.6612 5.3574 0.7121
H -0.9171 6.3812 2.2901
H -3.2716 5.6023 2.3809
H -3.9914 3.6845 0.9967
H -2.3993 2.6159 -0.5587
H 2.5917 4.1016 -2.9367
H 4.8130 5.0242 -2.4226
H 5.6097 5.1138 -0.0821
H 4.2180 4.1716 1.7316
H 2.0091 3.2157 1.2264
H -1.3150 1.9994 -3.4394
H -2.1862 2.9526 -5.5578
H -1.6712 5.2965 -6.1544
H -0.2968 6.6833 -4.6428
H 0.5591 5.7482 -2.5302
Cl 5.1116 0.9241 -0.4085
C 4.3602 0.0381 0.9151
Cl 4.4148 0.9720 2.4250
C 2.8792 -0.2745 0.6625
O 2.3835 -1.1626 1.3385
O 2.2827 0.4411 -0.2326
H 4.9031 -0.8842 1.0762

Forces on the atoms, in the same order (eV/Å):
Pt -2.61 -1.09 -4.32
C 0.01 0.07 -0.08
C -0.02 -0.06 0.00
C 0.09 -0.07 -0.03
C 0.02 0.11 -0.02
C -0.10 -0.21 -0.14
C 0.04 0.08 -0.02
C -0.08 0.00 0.05
S 0.51 1.27 0.44
O 0.16 -0.19 0.77
O -0.55 -0.33 0.19
N 1.84 0.57 -0.68
C -0.50 0.22 0.14
C -0.06 0.05 0.16
C 0.12 -0.03 -0.01
C 0.02 0.06 0.11
C 0.21 -0.02 -0.57
N 1.33 -0.39 0.87
H 0.02 -0.02 0.01
H -0.03 -0.03 0.03
H -0.02 0.00 0.03
H 0.03 0.04 0.03
H 0.01 -0.02 0.04
H 0.00 0.00 0.07
H 0.01 0.03 -0.03
H -0.03 -0.01 -0.03
H 0.01 0.06 -0.01
H 0.06 0.06 -0.05
H -0.01 -0.04 0.02
O 0.24 0.33 0.26
S 0.00 -0.55 -0.20
C -0.05 0.09 0.25
C 0.09 -0.05 -0.07
C -0.01 0.26 0.08
C -0.07 0.22 0.01
S -0.28 -0.74 -0.23
O 0.43 0.88 0.21
C -0.02 0.19 0.09
C 0.11 0.05 -0.12
C 0.03 -0.01 -0.03
C -0.02 0.03 0.04
C 0.06 -0.06 -0.04
C -0.01 0.07 -0.04
C 0.02 0.27 -0.09
C -0.13 0.06 0.04
C -0.02 -0.04 0.01
C 0.01 0.03 0.01
C -0.05 0.00 -0.06
C 0.04 -0.03 0.20
H 0.07 0.08 -0.08
H 0.05 0.00 -0.04
H 0.01 0.03 -0.07
H -0.11 -0.02 0.06
H 0.02 -0.05 0.04
H -0.03 -0.08 -0.05
H 0.07 -0.05 0.02
H 0.08 0.05 0.07
H -0.03 -0.05 0.04
H 0.00 0.02 0.02
H 0.02 0.01 0.00
H 0.02 -0.01 0.00
H -0.04 -0.02 0.02
H 0.04 -0.02 -0.05
H 0.03 0.02 0.01
H -0.01 0.02 0.01
H 0.02 0.05 -0.01
H -0.01 0.00 -0.03
O 0.19 -1.43 1.53
Si -0.50 2.59 0.37
C 0.47 -1.09 -0.16
C -0.40 -0.10 0.19
C 0.11 0.06 -0.21
C 0.00 0.03 0.05
C -0.09 -0.08 -0.25
C 0.04 0.38 0.38
C -0.17 -0.60 -0.34
C 0.10 0.01 0.15
C -0.02 0.05 -0.04
C 0.00 0.00 0.03
C -0.08 0.00 0.01
C 0.14 0.05 -0.10
C 0.49 -0.87 0.00
C 0.14 0.29 -0.16
C -0.11 -0.05 0.11
C 0.02 -0.02 -0.03
C -0.06 0.07 0.12
C -0.07 -0.05 -0.17
H 0.00 -0.04 0.03
H -0.09 0.03 -0.02
H 0.04 -0.06 0.07
H 0.00 0.07 0.02
H -0.01 0.08 -0.02
H -0.01 0.00 0.03
H 0.00 0.00 0.01
H 0.01 -0.04 -0.02
H 0.02 0.01 -0.02
H 0.00 0.08 0.01
H 0.03 -0.01 -0.08
H 0.00 0.04 0.00
H 0.02 -0.01 0.00
H -0.01 -0.01 0.00
H 0.02 -0.02 -0.03
Cl 0.06 -0.07 -0.04
C -0.17 0.40 -0.27
Cl 0.03 -0.05 0.04
C 0.80 -0.29 0.37
O -0.06 0.31 -0.15
O -1.91 -0.70 1.30
H -0.01 -0.06 0.02

For the HOMO-LUMO gap (alpha / beta), the calculation gives 4.702 / 4.963 eV. For the energy above the lowest of the compared OMol25 structures with the same formula, charge and spin, the calculation gives 323.38 kJ/mol. As for the charge: +1.

***

No. 2
DFT (wB97M-V/def2-TZVPD) results for a molecular structure, C48H45IIrN5O5S2.

Element x y z (Å)
Ir 0.6614 -0.0380 0.5113
O -1.8465 -2.9568 1.0836
C -0.6239 -2.9976 1.2164
O 0.1129 -1.9865 1.5526
C 0.0932 -4.3039 1.0517
C -0.6186 -5.4355 0.6650
C 0.0191 -6.6486 0.4823
C 1.3951 -6.7273 0.6914
C 2.1109 -5.6171 1.0957
C 1.4641 -4.3884 1.2944
S 2.3493 -3.0150 1.8833
H -1.6830 -5.3219 0.5033
H -0.5399 -7.5245 0.1782
H 1.9132 -7.6681 0.5439
H 3.1780 -5.6888 1.2692
C -5.6744 -0.3837 2.9937
C -5.0315 0.7214 3.7839
C -5.7249 1.4047 4.7715
C -5.1370 2.4273 5.5050
C -3.8286 2.7883 5.2294
C -3.1134 2.1326 4.2376
C -3.7010 1.0886 3.5248
N -3.0308 0.3881 2.5147
C -1.6706 0.3690 2.2557
N -0.8796 0.3050 3.3423
C 0.5350 0.3177 3.4491
C 1.3648 0.2938 2.3253
C 2.7426 0.3559 2.5798
C 3.2556 0.3960 3.8621
C 2.4004 0.3732 4.9549
C 1.0306 0.3384 4.7626
C 0.0982 0.3115 5.9470
N -1.2391 0.3621 1.0366
C -2.2143 0.5437 -0.0192
C -2.6409 -0.5562 -0.7469
C -3.5451 -0.3857 -1.7873
C -4.0243 0.8781 -2.0909
C -3.6075 1.9679 -1.3398
C -2.7043 1.8252 -0.2932
C -2.2953 3.0224 0.5194
H -6.6600 -0.6183 3.3931
H -5.0667 -1.2913 3.0124
H -5.8026 -0.1067 1.9421
H -6.7506 1.1176 4.9750
H -5.6982 2.9375 6.2770
H -3.3563 3.5950 5.7760
H -2.1023 2.4403 4.0057
H -3.5865 0.0548 1.7418
H -1.3816 0.1695 4.2019
H 3.4219 0.3540 1.7388
H 4.3284 0.4286 4.0123
H 2.7938 0.3757 5.9654
H 0.6703 0.3128 6.8737
H -0.5280 -0.5871 5.9566
H -0.5685 1.1796 5.9736
H -2.2555 -1.5309 -0.4896
H -3.8683 -1.2478 -2.3579
H -4.7220 1.0191 -2.9076
H -3.9812 2.9590 -1.5727
H -2.6144 3.9405 0.0248
H -1.2148 3.0565 0.6512
H -2.7518 3.0038 1.5139
C 2.7068 5.2014 0.1345
C 1.9218 4.6661 -1.0573
N 2.5105 3.4706 -1.6447
C 3.5479 3.6907 -2.6516
C 2.9900 3.6114 -4.0647
C 2.2520 2.2238 -1.1938
S 1.2101 2.0864 0.1656
N 2.8500 1.2453 -1.8938
C 2.8817 -0.0035 -1.4381
O 2.5757 -0.4294 -0.2909
C 3.3640 -1.0338 -2.4088
C 4.0391 -0.6789 -3.5720
C 4.4694 -1.6626 -4.4492
C 4.2143 -2.9990 -4.1671
C 3.5305 -3.3522 -3.0116
C 3.1092 -2.3721 -2.1250
H 2.2351 6.1059 0.5235
H 3.7331 5.4443 -0.1505
H 2.7396 4.4596 0.9323
H 1.8818 5.4176 -1.8490
H 0.8968 4.4349 -0.7688
H 4.3318 2.9495 -2.5174
H 3.9788 4.6760 -2.4596
H 2.5886 2.6134 -4.2396
H 3.7715 3.8131 -4.8008
H 2.1864 4.3364 -4.2108
H 4.2119 0.3696 -3.7777
H 5.0005 -1.3893 -5.3527
H 4.5460 -3.7677 -4.8550
H 3.3201 -4.3929 -2.7987
H 2.5670 -2.6214 -1.2220
I -0.7284 -2.3695 -8.3894
C -0.4737 -1.8261 -6.3871
C 0.2216 -0.6652 -6.0809
C 0.3571 -0.2934 -4.7514
C -0.1735 -1.0828 -3.7391
C -0.8409 -2.2558 -4.0638
C -1.0080 -2.6290 -5.3907
C -0.0274 -0.6571 -2.3008
O 0.0726 -1.5645 -1.4347
O 0.0128 0.5588 -2.0421
H 0.6460 -0.0570 -6.8686
H 0.8810 0.6150 -4.4781
H -1.2183 -2.8783 -3.2618
H -1.5376 -3.5379 -5.6438

Forces on the atoms, in the same order (eV/Å):
Ir 0.24 -0.46 0.36
O 0.04 0.07 0.02
C -0.30 0.18 0.02
O 0.54 -0.36 -0.46
C -0.04 -0.02 -0.01
C 0.02 0.05 -0.09
C 0.04 0.01 0.01
C -0.04 -0.02 0.01
C 0.01 0.03 0.00
C 0.03 -0.03 0.09
S -0.02 0.09 -0.02
H 0.01 0.00 0.00
H 0.00 0.01 -0.01
H 0.00 0.00 0.00
H -0.01 0.00 0.00
C 0.00 -0.01 0.01
C 0.01 0.01 0.01
C -0.02 0.00 0.01
C 0.00 -0.01 -0.01
C 0.01 0.01 -0.01
C 0.00 0.00 0.02
C -0.01 -0.07 -0.04
N 0.04 0.02 -0.03
C 0.01 -0.03 0.07
N 0.06 -0.05 -0.07
C -0.14 0.09 0.00
C 0.07 -0.27 0.56
C -0.08 0.10 -0.15
C 0.02 0.01 0.06
C 0.01 -0.02 -0.02
C -0.03 0.06 -0.02
C 0.01 0.02 0.02
N -0.44 0.19 -0.14
C 0.15 0.15 0.16
C -0.10 0.01 0.00
C 0.00 -0.02 0.04
C 0.01 -0.01 0.01
C 0.00 0.00 -0.01
C 0.01 0.02 0.00
C 0.00 -0.02 0.03
H 0.00 0.01 0.00
H 0.00 0.01 0.00
H 0.00 0.00 0.01
H 0.00 0.01 0.00
H 0.00 0.00 -0.01
H 0.00 -0.01 0.00
H -0.01 -0.01 0.01
H -0.01 -0.03 0.01
H 0.00 -0.07 0.02
H -0.01 -0.03 -0.02
H -0.01 -0.01 0.00
H 0.00 0.01 -0.01
H 0.00 0.00 0.00
H 0.01 -0.01 0.00
H 0.00 -0.01 -0.02
H 0.02 -0.04 0.03
H 0.02 0.01 -0.01
H 0.01 0.00 0.00
H 0.00 -0.01 0.00
H 0.00 -0.01 0.01
H 0.01 0.01 0.00
H 0.00 0.00 -0.02
C 0.02 -0.05 0.01
C -0.03 -0.09 -0.06
N 0.25 0.14 0.19
C -0.09 -0.04 -0.03
C -0.01 -0.01 -0.03
C 0.10 -0.16 -0.24
S 0.07 0.83 -0.40
N -0.22 -0.02 0.29
C -0.01 0.08 -0.17
O -0.25 -0.36 0.11
C 0.16 0.10 0.20
C -0.02 -0.03 -0.07
C -0.02 0.04 0.03
C 0.00 -0.03 -0.03
C -0.02 0.03 0.02
C 0.03 -0.06 -0.05
H 0.01 0.00 -0.01
H -0.02 0.02 0.00
H -0.01 0.00 -0.01
H -0.04 0.01 -0.01
H -0.01 0.02 0.00
H 0.01 0.00 0.01
H 0.00 0.01 0.00
H 0.00 0.01 0.01
H -0.01 0.00 0.01
H 0.01 0.00 0.01
H 0.01 -0.01 0.02
H -0.01 0.00 -0.01
H -0.01 0.00 0.00
H 0.00 0.00 0.00
H 0.02 0.00 0.00
I 0.00 -0.03 -0.08
C 0.01 0.04 0.11
C 0.00 -0.01 0.00
C -0.01 0.01 -0.01
C -0.08 0.04 -0.03
C 0.04 -0.07 -0.02
C 0.02 0.00 0.01
C 0.11 -0.08 0.07
O -0.01 0.09 0.17
O -0.11 0.01 -0.41
H 0.00 0.00 0.00
H -0.04 0.00 0.01
H 0.00 0.01 0.00
H -0.01 0.01 0.00

The multiplicity is 2. For the HOMO-LUMO gap (alpha / beta), the calculation gives 7.013 / 6.778 eV. For the energy above the lowest of the compared OMol25 structures with the same formula, charge and spin, the calculation gives 108.10 kJ/mol. As for the expectation value of S²: 0.7540. As for the charge: -1.

***

> What is the formula in the first record?

C48H45Cl2N2O7PtS3Si